w) ORCA calculation (the ωB97M-V functional and the def2-TZVPD basis) on an isolated molecule of CHN3O3.

The SMILES is O=N/C=N/[N+](=O)[O-].

The geometry in XYZ format:
```
8
CHN3O3 | the OMol25 dataset | the ωB97M-V functional and the def2-TZVPD basis
C -0.060 -0.678 -0.108
N 0.987 -0.888 0.657
N -1.153 -1.371 -0.272
N 2.159 -0.548 0.134
O -2.318 -1.294 -0.127
O 3.149 -0.915 0.715
O 2.218 0.028 -0.916
H 0.262 -0.095 -1.051
```



x) ORCA calculation (the ωB97M-V functional and the def2-TZVPD basis) on an isolated molecule of CHN3O3.

The SMILES is N#CN(O)[N+](=O)[O-].

The geometry in XYZ format:
```
8
CHN3O3 | the OMol25 dataset | the ωB97M-V functional and the def2-TZVPD basis
C -1.208 0.544 -0.948
N -1.932 0.665 -1.816
N -0.191 0.178 0.015
N 0.905 -0.649 -0.148
O 1.276 -0.898 -1.249
O 1.359 -1.072 0.905
O -0.424 0.786 1.260
H 0.214 0.448 1.981
```



Relative stability in eV, measured from the most stable structure: w) 1.062; x) 0.000